# 1
Below is C28H22N3O7Pr as an isolated structure in a non-equilibrium geometry, with properties calculated with wB97M-V/def2-TZVPD.

Its spin multiplicity is 3. The expectation value of S² is 2.002. Its net charge is -2. Its lowest unoccupied orbital energy (alpha / beta) is 4.323 / 4.323 eV. Its relative energy (zero: lowest compared OMol25 entry of this formula, charge and spin) is 26.5 kJ/mol.

Positions of all 61 atoms, in Å:
Pr: 0.388 -0.172 0.364
O: 1.923 0.869 -0.923
C: 1.939 1.863 -1.748
C: 3.061 2.732 -1.795
C: 3.149 3.771 -2.692
C: 2.115 4.020 -3.602
C: 0.997 3.213 -3.556
C: 0.867 2.156 -2.647
C: -0.412 1.465 -2.610
N: -0.777 0.656 -1.692
N: -2.106 0.243 -1.771
C: -2.389 -0.708 -0.917
O: -1.597 -1.327 -0.125
C: -3.841 -1.100 -0.890
C: -4.186 -2.364 -0.419
C: -5.516 -2.759 -0.368
C: -6.517 -1.885 -0.773
C: -6.177 -0.620 -1.238
C: -4.847 -0.229 -1.299
H: 3.857 2.526 -1.089
H: 4.029 4.407 -2.691
H: 2.181 4.836 -4.311
H: 0.172 3.407 -4.236
H: -1.140 1.719 -3.381
H: -3.389 -3.020 -0.092
H: -5.773 -3.747 -0.005
H: -7.557 -2.187 -0.726
H: -6.959 0.065 -1.547
H: -4.559 0.748 -1.663
O: 5.179 -4.330 1.057
C: 4.213 -3.607 0.957
C: 3.831 -2.511 1.964
O: 4.440 -2.249 2.993
C: 2.631 -1.896 1.449
C: 2.253 -2.549 0.188
O: 1.240 -2.189 -0.473
C: 3.191 -3.623 -0.131
O: 3.156 -4.396 -1.102
O: 1.929 -0.952 1.972
C: -0.931 -1.962 3.102
N: -1.251 -0.600 2.697
C: -2.692 -0.432 2.606
C: -0.675 0.390 3.611
C: -0.758 1.780 3.008
C: -1.281 2.824 3.762
C: -1.349 4.109 3.230
C: -0.892 4.320 1.936
C: -0.380 3.252 1.199
C: -0.290 1.937 1.685
H: -1.376 -2.213 4.080
H: 0.150 -2.081 3.168
H: -1.317 -2.655 2.352
H: -3.172 -0.607 3.585
H: -3.098 -1.134 1.880
H: -2.925 0.583 2.281
H: 0.374 0.124 3.758
H: -1.179 0.351 4.592
H: -1.644 2.639 4.772
H: -1.761 4.926 3.814
H: -0.937 5.314 1.500
H: -0.038 3.464 0.185

***

# 2
Below is C28H22N6O2RuS2 as an isolated structure in a non-equilibrium geometry, with properties calculated with wB97M-V/def2-TZVPD.

Its spin multiplicity is 6. The expectation value of S² is 8.799. Its net charge is +1. Its lowest unoccupied orbital energy (alpha / beta) is -3.375 / -6.154 eV. Its relative energy (zero: lowest compared OMol25 entry of this formula, charge and spin) is 3.7 kJ/mol.

Positions of all 61 atoms, in Å:
Ru: -0.077 -0.253 -0.095
O: -0.524 5.397 0.372
C: 0.259 4.971 1.375
C: 0.725 5.948 2.255
C: 1.533 5.607 3.316
C: 1.905 4.276 3.539
C: 1.452 3.308 2.684
C: 0.624 3.624 1.588
C: 0.190 2.527 0.736
O: 0.510 1.328 1.042
N: -0.554 2.812 -0.361
N: -0.894 1.735 -1.070
C: -1.511 2.036 -2.201
S: -1.961 0.796 -3.294
C: -2.287 1.938 -4.663
C: -2.870 3.201 -4.071
S: -1.828 3.673 -2.666
H: -0.768 4.630 -0.171
H: 0.430 6.974 2.070
H: 1.885 6.385 3.984
H: 2.545 4.016 4.373
H: 1.732 2.273 2.834
H: -2.983 1.443 -5.338
H: -1.346 2.121 -5.177
H: -3.881 3.042 -3.703
H: -2.866 4.028 -4.779
C: -4.449 -3.145 -2.166
C: -3.354 -3.676 -2.837
C: -2.072 -3.196 -2.612
C: -1.867 -2.163 -1.691
C: -2.979 -1.616 -1.031
C: -4.252 -2.106 -1.265
N: -0.587 -1.640 -1.462
N: 0.441 -2.206 -2.197
C: 1.592 -1.514 -2.042
C: 2.739 -1.890 -2.759
C: 3.928 -1.216 -2.545
C: 4.008 -0.174 -1.622
C: 2.873 0.217 -0.905
C: 1.676 -0.433 -1.109
H: -5.445 -3.530 -2.348
H: -3.499 -4.484 -3.545
H: -1.218 -3.615 -3.122
H: -2.845 -0.776 -0.365
H: -5.100 -1.670 -0.748
H: 2.668 -2.703 -3.473
H: 4.812 -1.511 -3.098
H: 4.951 0.330 -1.453
H: 2.943 1.026 -0.191
N: -3.251 -3.667 5.817
C: -2.776 -3.123 4.923
C: -2.184 -2.442 3.795
C: -2.164 -1.054 3.744
C: -1.590 -0.444 2.650
N: -1.063 -1.140 1.635
C: -1.082 -2.480 1.689
C: -1.629 -3.168 2.750
H: -2.580 -0.461 4.545
H: -1.538 0.632 2.578
H: -0.656 -3.004 0.848
H: -1.628 -4.248 2.762

***

# 3
Below is C28H22NPPtS as an isolated structure, with properties calculated with wB97M-V/def2-TZVPD.

Its spin multiplicity is 3. The expectation value of S² is 2.046. Its net charge is 0. Its lowest unoccupied orbital energy (alpha / beta) is 0.467 / -1.938 eV.

Positions of all 54 atoms, in Å:
Pt: 0.304 0.186 -0.035
C: 2.027 2.363 1.964
C: 1.986 0.974 2.531
C: 2.482 0.721 3.773
C: 2.518 -0.591 4.292
C: 2.078 -1.643 3.485
C: 2.160 -3.003 3.869
C: 1.707 -4.054 3.046
C: 1.156 -3.769 1.837
C: 1.048 -2.392 1.406
S: 0.321 -2.068 -0.080
C: 1.529 -1.326 2.204
N: 1.457 -0.044 1.739
H: 2.751 2.966 2.509
H: 1.057 2.864 2.035
H: 2.303 2.342 0.910
H: 2.873 1.550 4.351
H: 2.913 -0.796 5.280
H: 2.593 -3.228 4.837
H: 1.796 -5.081 3.378
H: 0.784 -4.549 1.186
C: -4.210 2.512 2.638
C: -4.266 3.174 1.417
C: -3.173 3.153 0.567
C: -2.017 2.461 0.924
C: -1.967 1.797 2.148
C: -3.062 1.826 3.005
P: -0.588 2.369 -0.200
C: -0.071 4.090 -0.430
C: -0.472 5.109 0.429
C: -0.046 6.413 0.205
C: 0.788 6.700 -0.864
C: 1.207 5.682 -1.714
C: 0.784 4.380 -1.496
C: -1.208 1.749 -1.769
C: -1.922 2.293 -2.827
C: -2.287 1.442 -3.862
C: -1.930 0.094 -3.810
C: -1.189 -0.426 -2.752
C: -0.803 0.411 -1.706
H: -5.067 2.529 3.300
H: -5.167 3.702 1.126
H: -3.223 3.666 -0.389
H: -1.077 1.243 2.423
H: -3.016 1.306 3.953
H: -1.123 4.887 1.265
H: -0.367 7.204 0.871
H: 1.114 7.718 -1.037
H: 1.864 5.904 -2.546
H: 1.104 3.584 -2.159
H: -2.174 3.348 -2.854
H: -2.846 1.820 -4.709
H: -2.228 -0.562 -4.621
H: -0.911 -1.475 -2.759

***

# 4
Below is C28H23AsCoF6N4O4S4 as an isolated structure in a non-equilibrium geometry, with properties calculated with wB97M-V/def2-TZVPD.

Its spin multiplicity is 4. The expectation value of S² is 3.760. Its net charge is 0. Its lowest unoccupied orbital energy (alpha / beta) is -0.855 / -0.941 eV.

Positions of all 71 atoms, in Å:
Co: -1.314 -0.011 -0.580
C: -2.891 -2.753 4.055
S: -3.602 -3.242 2.477
C: -3.027 -2.000 1.388
S: -2.169 -0.630 1.905
N: -3.385 -2.275 0.148
N: -2.761 -1.524 -0.773
C: -3.185 -1.587 -1.981
C: -2.323 -1.027 -3.027
C: -2.729 -0.932 -4.346
C: -1.837 -0.441 -5.286
C: -0.559 -0.090 -4.889
C: -0.229 -0.207 -3.551
N: -1.087 -0.656 -2.634
H: -3.397 -3.357 4.809
H: -3.075 -1.697 4.236
H: -1.822 -2.958 4.063
H: -4.096 -2.123 -2.228
H: -3.734 -1.233 -4.617
H: -2.138 -0.331 -6.321
H: 0.170 0.287 -5.594
H: 0.754 0.071 -3.191
F: -3.785 4.675 -1.504
C: -3.689 3.759 -0.551
F: -4.744 2.961 -0.585
F: -3.599 4.340 0.635
S: -2.211 2.720 -0.851
O: -2.062 1.868 0.332
O: -2.488 1.973 -2.060
N: -1.135 3.866 -0.974
S: 0.289 3.432 -1.504
O: 1.351 4.189 -0.929
O: 0.419 1.983 -1.527
C: 0.274 3.960 -3.297
F: 0.100 2.895 -4.083
F: 1.435 4.529 -3.594
F: -0.708 4.826 -3.521
C: 5.002 -0.409 -1.456
C: 4.833 0.410 -0.349
C: 3.600 0.479 0.291
C: 2.533 -0.275 -0.177
C: 2.705 -1.093 -1.293
C: 3.933 -1.162 -1.930
As: 0.777 -0.345 0.671
C: 0.995 0.844 2.189
C: 1.262 2.189 1.947
C: 1.352 3.089 3.000
C: 1.165 2.652 4.303
C: 0.886 1.313 4.548
C: 0.796 0.413 3.497
C: 0.979 -2.122 1.427
C: 0.119 -3.128 0.997
C: 0.256 -4.421 1.483
C: 1.260 -4.711 2.398
C: 2.134 -3.712 2.812
C: 1.998 -2.421 2.322
H: 5.965 -0.463 -1.949
H: 5.664 0.999 0.020
H: 3.478 1.121 1.152
H: 1.872 -1.688 -1.655
H: 4.063 -1.803 -2.794
H: 1.408 2.551 0.936
H: 1.562 4.131 2.793
H: 1.228 3.352 5.127
H: 0.728 0.968 5.563
H: 0.553 -0.620 3.695
H: -0.670 -2.896 0.294
H: -0.426 -5.196 1.154
H: 1.365 -5.718 2.785
H: 2.924 -3.941 3.518
H: 2.690 -1.648 2.634

***

The calculated total energy results, record by record, are as follows: -2288.3377, -2450.1272, -1993.8058, -7411.2572 hartree.